Record 1
Formula: C33H30ClN5O2PPt
Source: OMol25
Level of theory: the ωB97M-V functional and the def2-TZVPD basis

## Properties
E_tot: -2619.69714 Eh
Highest occupied orbital energy (alpha / beta): -0.58807 / -0.58808 hartree
Net charge: +3
Energy above the lowest of the compared OMol25 structures with the same formula, charge and spin: 42.96 kcal per mole
Gap between HOMO and LUMO (alpha / beta): 4.7 / 4.7 eV

Each line ends with the Mulliken charge.
Element x y z (Å)
Pt (1.26, -0.07, -0.41)  1.3183
C (3.13, 3.87, 0.51)  -1.6276
C (2.77, 2.53, -0.01)  0.9608
N (1.74, 1.82, 0.44)  0.4344
N (1.12, 2.30, 1.51)  -0.7377
C (0.31, 1.30, 2.03)  0.1073
O (0.25, 0.16, 1.48)  -0.6933
C (-0.41, 1.60, 3.23)  0.8638
C (-1.30, 0.65, 3.77)  -0.1055
C (-1.99, 0.94, 4.92)  -0.9529
C (-1.80, 2.18, 5.54)  -0.4182
C (-0.92, 3.13, 5.02)  -0.8290
C (-0.22, 2.85, 3.87)  -0.5064
C (3.61, 1.84, -0.98)  0.5435
C (4.73, 2.42, -1.56)  -0.7785
C (5.51, 1.66, -2.42)  -0.5667
C (5.16, 0.35, -2.66)  -1.0119
C (4.02, -0.17, -2.05)  0.0329
N (3.26, 0.55, -1.24)  -0.0286
H (2.46, 4.19, 1.30)  0.2705
H (3.06, 4.59, -0.31)  0.4091
H (4.16, 3.88, 0.87)  0.4383
H (-1.43, -0.30, 3.28)  0.4170
H (-2.67, 0.22, 5.34)  0.4729
H (-2.34, 2.40, 6.46)  0.4486
H (-0.79, 4.08, 5.52)  0.4650
H (0.48, 3.57, 3.47)  0.4963
H (4.98, 3.45, -1.35)  0.4611
H (6.38, 2.10, -2.90)  0.4769
H (5.75, -0.28, -3.31)  0.4389
H (3.71, -1.19, -2.21)  0.5644
Cl (1.13, -0.41, -3.15)  -0.0760
C (-0.56, -0.15, -3.52)  1.2216
C (-0.93, 0.03, -4.83)  -0.6525
C (-2.27, 0.29, -5.10)  -0.5707
C (-3.19, 0.38, -4.08)  -0.9272
C (-2.80, 0.19, -2.76)  -0.5281
C (-1.46, -0.11, -2.47)  -0.2773
P (-1.01, -0.47, -0.78)  2.0637
C (-1.06, -2.23, -0.53)  0.3877
C (-0.84, -2.77, 0.74)  -0.1561
C (-0.99, -4.13, 0.94)  -0.7822
C (-1.34, -4.96, -0.12)  -0.7396
C (-1.54, -4.43, -1.39)  -0.8383
C (-1.39, -3.07, -1.60)  -0.9751
C (-2.22, 0.35, 0.23)  0.6027
C (-2.22, 1.75, 0.25)  -0.1346
C (-3.26, 2.42, 0.87)  -0.9182
C (-4.29, 1.70, 1.47)  -0.5831
C (-4.28, 0.32, 1.45)  -1.0070
C (-3.24, -0.37, 0.84)  -0.3938
H (-0.19, -0.02, -5.63)  0.5452
H (-2.57, 0.45, -6.13)  0.4455
H (-4.23, 0.60, -4.29)  0.4795
H (-3.53, 0.25, -1.96)  0.5300
H (-0.59, -2.13, 1.58)  0.3059
H (-0.84, -4.55, 1.93)  0.5370
H (-1.46, -6.02, 0.04)  0.4704
H (-1.84, -5.07, -2.21)  0.5066
H (-1.57, -2.66, -2.59)  0.4547
H (-1.43, 2.31, -0.24)  0.4199
H (-3.27, 3.51, 0.88)  0.5165
H (-5.10, 2.23, 1.94)  0.4808
H (-5.10, -0.23, 1.90)  0.5076
H (-3.26, -1.46, 0.81)  0.5000
N (2.23, -4.29, -0.82)  -0.3650
C (2.21, -3.13, -0.17)  0.5253
N (2.45, -3.11, 1.14)  -0.2933
O (1.97, -2.07, -0.81)  -0.4844
H (2.54, -5.15, -0.39)  0.2050
H (2.06, -4.29, -1.82)  0.2503
H (2.74, -3.93, 1.65)  0.2386
H (2.53, -2.22, 1.61)  0.1441

---

Record 2
Formula: C11H24N6O5
Source: OMol25
Level of theory: the ωB97M-V functional and the def2-TZVPD basis

## Properties
E_tot: -1138.30901 Eh
SMILES string: [H]/N=C(/N)NCCC[C@H](N)C(=O)O.NC(=O)CC[C@H](N)C(=O)O
Highest occupied orbital energy: -0.33339 hartree
Net charge: 0
Energy above the lowest of the compared OMol25 structures with the same formula, charge and spin: 30.76 kcal per mole
Gap between HOMO and LUMO: 9.2 eV

Each line ends with the Mulliken charge.
Element x y z (Å)
C (-3.06, 0.15, 2.27)  0.0048
C (-2.43, -1.22, 2.68)  0.4742
C (-2.07, 1.27, 2.64)  -1.1066
C (-0.79, 1.34, 1.77)  0.0471
C (0.03, 2.63, 1.90)  -1.1426
C (2.21, 3.55, 1.13)  0.5960
C (1.13, -1.17, -1.33)  0.1522
C (1.95, -0.03, -2.05)  0.3267
C (0.26, -1.94, -2.40)  -1.1262
C (1.17, -2.65, -3.47)  -0.8328
C (0.43, -4.07, -3.91)  0.4442
H (-4.97, -0.37, 2.66)  0.2954
H (-4.13, 0.10, 3.90)  0.3079
H (-3.20, 0.17, 1.18)  0.4613
H (-2.61, 2.22, 2.57)  0.3935
H (-1.78, 1.17, 3.71)  0.3761
H (-0.15, 0.54, 2.07)  0.5816
H (-1.08, 1.19, 0.73)  0.2285
H (-0.48, 3.46, 1.42)  0.3806
H (0.17, 2.88, 2.97)  0.2642
H (1.85, 1.65, 1.61)  0.2695
H (3.81, 2.46, 1.25)  0.2254
H (0.81, 4.67, 0.32)  0.2531
H (2.34, 5.40, 0.78)  0.3267
H (-1.45, -1.10, 1.08)  0.2865
H (0.37, -1.23, 0.53)  0.3511
H (-0.40, -0.13, -0.43)  0.1789
H (1.86, -1.93, -0.95)  0.3713
H (-0.49, -1.34, -2.81)  0.5617
H (-0.15, -2.71, -1.91)  0.5616
H (2.09, -2.98, -3.06)  0.4390
H (1.35, -1.99, -4.33)  0.4222
H (1.72, -4.29, -5.60)  0.2462
H (0.42, -5.46, -5.27)  0.2603
H (1.71, 1.04, -0.58)  0.4017
N (-4.32, 0.36, 2.96)  -0.7868
N (1.34, 2.45, 1.26)  -0.2513
N (3.49, 3.45, 1.18)  -0.8782
N (1.60, 4.75, 1.00)  -0.5286
N (0.54, -0.49, -0.17)  -0.7048
N (0.99, -4.72, -4.96)  -0.3796
O (-2.64, -1.75, 3.74)  -0.5868
O (-1.51, -1.69, 1.81)  -0.4769
O (2.45, -0.16, -3.11)  -0.5892
O (-0.58, -4.55, -3.39)  -0.6412
O (2.19, 1.10, -1.39)  -0.4582

---

Record 3
Formula: C5H8N2
Source: OMol25
Level of theory: the ωB97M-V functional and the def2-TZVPD basis

## Properties
E_tot: -304.80141 Eh
SMILES string: Cn1cccc1N
Highest occupied orbital energy: -0.29141 hartree
Net charge: 0
Energy above the lowest of the compared OMol25 structures with the same formula, charge and spin: 21.39 kcal per mole
Gap between HOMO and LUMO: 8.9 eV

Each line ends with the Mulliken charge.
Element x y z (Å)
C (-0.50, 1.37, 1.17)  -0.8420
N (-0.54, 0.16, 0.29)  0.1724
C (-1.50, -0.73, -0.22)  -0.6352
C (-0.87, -1.61, -1.08)  -0.3242
C (0.50, -1.27, -1.12)  -0.6835
C (0.66, -0.20, -0.28)  0.2687
N (1.76, 0.57, 0.08)  -0.4569
H (0.51, 1.54, 1.58)  0.3276
H (-0.70, 2.28, 0.60)  0.2741
H (-1.16, 1.28, 2.02)  0.3336
H (-2.56, -0.73, 0.01)  0.3789
H (-1.33, -2.43, -1.63)  0.3862
H (1.29, -1.76, -1.68)  0.4146
H (2.37, 0.23, 0.80)  0.2036
H (2.08, 1.30, -0.53)  0.1822

---

Record 4
Formula: C18H19N3O5
Source: OMol25
Level of theory: the ωB97M-V functional and the def2-TZVPD basis

## Properties
E_tot: -1237.79291 Eh
SMILES string: COc1cc2c(cc1OC)[C@@H](C)N(C(=O)c1nccnc1C(=O)O)CC2
Highest occupied orbital energy: -0.29104 hartree
Net charge: 0
Energy above the lowest of the compared OMol25 structures with the same formula, charge and spin: 42.39 kcal per mole
Gap between HOMO and LUMO: 7.5 eV

Each line ends with the Mulliken charge.
Element x y z (Å)
C (-0.75, -0.01, 5.96)  -0.7495
H (0.25, 0.26, 6.29)  0.2486
H (-1.25, -0.59, 6.74)  0.2919
H (-1.32, 0.90, 5.76)  0.2809
O (-0.72, -0.87, 4.84)  -0.4814
C (-0.23, -0.45, 3.64)  0.3491
C (-0.40, -1.38, 2.61)  -1.1005
C (0.06, -1.15, 1.33)  0.7834
C (0.69, 0.05, 1.04)  -0.6742
C (0.85, 0.99, 2.05)  -0.0186
C (0.41, 0.77, 3.34)  1.2783
O (0.57, 1.68, 4.36)  -0.4789
C (1.16, 2.92, 4.06)  -0.9241
H (0.59, 3.47, 3.30)  0.3456
H (2.20, 2.81, 3.72)  0.3280
H (1.15, 3.48, 4.99)  0.2510
H (1.34, 1.92, 1.80)  0.5200
C (1.26, 0.30, -0.32)  -0.5480
N (0.48, -0.35, -1.38)  0.2980
C (0.60, 0.14, -2.61)  0.5368
O (1.38, 1.02, -2.94)  -0.6422
C (-0.26, -0.44, -3.70)  0.2619
N (0.17, -1.50, -4.37)  -0.5448
C (-0.47, -1.84, -5.48)  -0.3443
C (-1.54, -1.09, -5.97)  -0.4116
N (-2.01, -0.07, -5.27)  -0.7350
C (-1.40, 0.25, -4.13)  1.0479
C (-2.03, 1.35, -3.34)  0.1847
O (-1.72, 1.60, -2.20)  -0.4710
O (-2.99, 2.00, -4.00)  -0.5598
H (-3.10, 1.59, -4.88)  0.4546
H (-2.02, -1.31, -6.90)  0.4260
H (-0.11, -2.72, -5.99)  0.4469
C (-0.55, -1.31, -1.03)  -0.5734
C (-0.15, -2.11, 0.20)  -1.3051
H (0.77, -2.66, -0.01)  0.3000
H (-0.93, -2.83, 0.44)  0.4432
H (-1.49, -0.77, -0.82)  0.2073
H (-0.71, -1.97, -1.88)  0.5087
C (2.71, -0.20, -0.38)  -1.3801
H (3.30, 0.32, 0.37)  0.3618
H (3.12, 0.00, -1.37)  0.4235
H (2.76, -1.27, -0.18)  0.3376
H (1.25, 1.37, -0.55)  0.5834
H (-0.90, -2.30, 2.86)  0.4434

---

Record 5
Formula: C18H26O7
Source: OMol25
Level of theory: the ωB97M-V functional and the def2-TZVPD basis

## Properties
E_tot: -1227.50128 Eh
Highest occupied orbital energy: -0.27768 hartree
Net charge: 0
Energy above the lowest of the compared OMol25 structures with the same formula, charge and spin: 446.65 kcal per mole
Gap between HOMO and LUMO: 7.8 eV

Each line ends with the Mulliken charge.
Element x y z (Å)
C (-5.35, -2.06, 0.97)  -1.5893
C (-4.14, -1.92, 0.15)  0.8349
O (-3.60, -3.00, -0.33)  -0.6703
C (-3.47, -0.55, -0.03)  -0.2591
C (-4.00, 0.76, 0.39)  -0.4526
C (-3.30, 1.85, 0.38)  -0.9178
C (-2.07, 1.98, -0.21)  1.1034
C (-1.59, 0.73, -1.10)  0.3114
C (-2.19, -0.50, -0.85)  -0.5443
H (-1.87, -1.35, -1.16)  1.0717
O (-0.45, 0.66, -1.76)  -0.3452
C (0.31, -0.39, -2.23)  0.3650
C (1.57, 0.34, -2.76)  -0.9901
H (1.99, 0.80, -1.98)  0.2984
O (2.49, -0.87, -3.01)  -0.5644
C (3.28, -1.35, -1.63)  -0.7498
H (4.12, -1.61, -2.09)  0.5634
C (2.55, -2.43, -0.86)  -0.4377
O (1.59, -2.06, 0.04)  -0.4869
C (2.30, -2.08, 1.50)  -0.7065
C (3.50, -1.03, 1.54)  -0.5682
O (3.35, 0.15, 1.35)  -0.1913
C (2.23, 0.88, 1.95)  -0.5025
C (0.97, 0.93, 1.29)  0.5613
O (-0.01, 1.87, 1.31)  -0.4320
C (0.08, 3.27, 1.02)  -0.5769
C (-0.31, 3.60, -0.40)  -0.5996
H (0.20, 2.61, -1.15)  -0.0504
H (-0.11, 4.46, -0.63)  0.8526
O (-1.73, 3.19, -0.47)  -0.5290
H (-0.48, 3.83, 1.59)  0.5900
H (1.24, 3.67, 0.96)  0.1879
H (0.35, 0.02, 1.26)  0.0657
H (1.19, 1.28, 0.08)  -0.2511
H (2.65, 2.10, 2.01)  -0.0001
H (2.03, 0.41, 2.93)  0.4387
H (4.29, -1.34, 0.88)  0.5010
H (3.72, -1.15, 2.95)  0.2291
H (1.47, -1.82, 2.08)  0.4893
H (2.74, -3.18, 1.70)  0.3612
H (1.76, -2.95, -1.45)  0.4863
H (3.38, -3.29, -0.35)  0.3025
H (3.54, -0.48, -1.07)  0.2603
H (1.49, 0.74, -3.61)  0.6122
H (0.48, -1.00, -1.32)  -0.0639
H (-0.48, -0.79, -2.87)  0.4037
H (-3.85, 2.79, 0.79)  0.2509
H (-5.02, 0.67, 1.15)  0.0979
H (-5.23, -1.75, 1.78)  0.6044
H (-5.49, -3.18, 0.94)  0.3123
H (-6.10, -1.49, 0.32)  0.3239

---

Record 6
Formula: C6H10O
Source: OMol25
Level of theory: the ωB97M-V functional and the def2-TZVPD basis

## Properties
E_tot: -309.67290 Eh
Highest occupied orbital energy: -0.31221 hartree
Net charge: 0
Energy above the lowest of the compared OMol25 structures with the same formula, charge and spin: 106.35 kcal per mole
Gap between HOMO and LUMO: 9.4 eV

Each line ends with the Mulliken charge.
Element x y z (Å)
C (1.49, -0.57, -0.41)  -1.4001
C (0.68, 0.40, 0.43)  0.1513
C (0.11, 1.68, -0.25)  -0.9615
C (-1.30, 1.28, 0.20)  0.0179
O (-1.93, 0.44, -0.80)  -0.2584
C (-1.53, -0.72, -0.28)  -0.4774
C (-0.78, -0.01, 0.85)  0.0535
H (1.71, -1.49, 0.15)  0.3210
H (2.44, -0.12, -0.71)  0.3786
H (0.95, -0.86, -1.32)  0.3481
H (1.24, 0.67, 1.33)  0.4052
H (0.47, 2.61, 0.19)  0.2968
H (0.22, 1.72, -1.33)  0.3047
H (-2.00, 2.01, 0.62)  0.4021
H (-0.19, -3.64, -0.22)  0.2097
H (-0.64, -3.05, -0.33)  -0.1963
H (-0.95, -0.34, 1.87)  0.4047

---

Please write out number 3 again, unchanged.
Formula: C5H8N2
Source: OMol25
Level of theory: the ωB97M-V functional and the def2-TZVPD basis

## Properties
E_tot: -304.80141 Eh
SMILES string: Cn1cccc1N
Highest occupied orbital energy: -0.29141 hartree
Net charge: 0
Energy above the lowest of the compared OMol25 structures with the same formula, charge and spin: 21.39 kcal per mole
Gap between HOMO and LUMO: 8.9 eV

Each line ends with the Mulliken charge.
Element x y z (Å)
C (-0.50, 1.37, 1.17)  -0.8420
N (-0.54, 0.16, 0.29)  0.1724
C (-1.50, -0.73, -0.22)  -0.6352
C (-0.87, -1.61, -1.08)  -0.3242
C (0.50, -1.27, -1.12)  -0.6835
C (0.66, -0.20, -0.28)  0.2687
N (1.76, 0.57, 0.08)  -0.4569
H (0.51, 1.54, 1.58)  0.3276
H (-0.70, 2.28, 0.60)  0.2741
H (-1.16, 1.28, 2.02)  0.3336
H (-2.56, -0.73, 0.01)  0.3789
H (-1.33, -2.43, -1.63)  0.3862
H (1.29, -1.76, -1.68)  0.4146
H (2.37, 0.23, 0.80)  0.2036
H (2.08, 1.30, -0.53)  0.1822

---

Look up the E_tot of the second one. -1138.30901 Eh

---

What is the formula in the first record? C33H30ClN5O2PPt